No. 1
Molecular formula: C7H9N3S
Method: DFT, wB97M-V/def2-TZVPD

```
20
Properties=species:S:1:pos:R:3:nbo_charge:R:1
C 2.69 -1.35 1.15 -0.448
N 1.43 -0.96 0.58 -0.585
C 1.28 0.21 0.01 0.098
S 2.50 1.29 -0.07 -0.154
C -0.12 0.56 -0.39 -0.218
C -0.48 1.41 -1.41 -0.104
C -1.82 1.54 -1.93 -0.309
C -2.76 0.61 -1.48 0.050
N -2.48 -0.25 -0.46 -0.483
C -1.24 -0.18 0.16 0.412
N -1.21 -0.80 1.44 -0.825
H 3.12 -0.44 1.61 0.234
H 2.59 -2.17 1.91 0.214
H 3.49 -1.55 0.33 0.223
H 0.63 -1.59 0.78 0.421
H 0.35 2.12 -1.74 0.246
H -2.07 2.31 -2.71 0.231
H -3.84 0.92 -1.68 0.206
H -0.11 -0.78 1.90 0.389
H -1.96 -0.89 2.00 0.402
```

Computed properties:
SMILES	CNC(=S)c1cccnc1N
energy	-834.531755	hartree
frontier orbital gap	8.421	eV
ΔE to the lowest compared entry with this formula, charge and spin	54.2	kcal/mol
multiplicity	1
HOMO	-8.42	eV


No. 2
Molecular formula: C5H4MnO
Method: DFT, wB97M-V/def2-TZVPD

```
11
Properties=species:S:1:pos:R:3:nbo_charge:R:1
C 0.55 0.28 1.47 -0.273
H 1.55 0.65 1.72 0.300
H 0.58 -1.45 2.81 0.259
H -0.70 -0.41 2.48 0.306
C 0.11 -1.09 1.88 -0.717
C 0.24 0.25 0.17 0.332
C -0.14 0.56 -1.04 -0.380
C -0.55 0.83 -2.20 0.717
O -0.91 1.11 -3.30 -0.784
Mn -1.13 1.19 -5.20 0.959
H 0.40 -1.92 1.22 0.282
```

Computed properties:
energy	-1418.634911	hartree
expectation value of S²	12.00
frontier orbital gap (spin up / spin down)	6.830 / 7.358	eV
net charge	+1
multiplicity	7
HOMO (spin up / spin down)	-11.93 / -12.67	eV


No. 3
Molecular formula: C3H8N2O
Method: DFT, wB97M-V/def2-TZVPD

```
14
Properties=species:S:1:pos:R:3:nbo_charge:R:1
C 1.75 -0.96 0.98 -0.715
C 0.46 -0.72 0.22 0.672
O -0.37 -1.61 0.14 -0.640
N 0.30 0.55 -0.18 -0.640
C -0.89 1.07 -0.93 -0.041
N -2.12 0.38 -0.79 -0.828
H 1.75 -0.41 1.93 0.222
H 2.61 -0.65 0.39 0.221
H 1.84 -2.00 1.28 0.241
H 0.92 1.19 0.28 0.390
H -0.57 1.17 -1.96 0.179
H -1.04 2.06 -0.51 0.184
H -2.59 0.56 0.08 0.362
H -2.05 -0.60 -0.95 0.392
```

Computed properties:
SMILES	CC(=O)NCN
energy	-303.866811	hartree
frontier orbital gap	9.898	eV
ΔE to the lowest compared entry with this formula, charge and spin	15.9	kcal/mol
multiplicity	1
HOMO	-9.09	eV


No. 4
Molecular formula: C3H5ClF2S
Method: DFT, wB97M-V/def2-TZVPD

```
12
Properties=species:S:1:pos:R:3:nbo_charge:R:1
F -0.64 1.95 0.12 -0.346
C 0.57 1.29 -0.11 -0.001
C 0.59 -0.16 0.30 0.296
F 0.46 -0.26 1.71 -0.362
Cl 2.16 -0.80 -0.06 -0.008
C -0.40 -1.19 -0.21 -0.567
S -2.15 -0.90 0.14 -0.028
H 1.37 1.74 0.45 0.197
H 0.88 1.31 -1.18 0.188
H -0.18 -1.31 -1.29 0.233
H -0.23 -2.01 0.45 0.256
H -2.43 0.34 -0.32 0.141
```

Computed properties:
SMILES	FC[C@](F)(Cl)CS
energy	-1175.400031	hartree
frontier orbital gap	10.142	eV
ΔE to the lowest compared entry with this formula, charge and spin	9.6	kcal/mol
multiplicity	1
HOMO	-9.41	eV


No. 5
Molecular formula: C5H5N3
Method: DFT, wB97M-V/def2-TZVPD

```
13
Properties=species:S:1:pos:R:3:nbo_charge:R:1
C -2.81 0.35 0.15 0.186
C -0.01 -1.90 0.79 0.071
C -1.71 -0.43 0.28 -0.038
C 0.18 0.18 0.00 0.324
C 0.70 1.44 -0.62 -0.692
N -3.72 1.06 0.14 -0.302
N 0.74 -0.92 0.28 -0.453
N -1.40 -1.63 0.73 -0.448
H 0.27 -2.86 0.88 0.191
H 0.45 1.29 -1.73 0.247
H 0.42 2.25 -0.08 0.239
H 1.76 1.60 -0.53 0.244
H -2.01 -2.27 1.20 0.430
```

Computed properties:
energy	-357.652944	hartree
frontier orbital gap (spin up / spin down)	7.857 / 7.853	eV
ΔE to the lowest compared entry with this formula, charge and spin	75.1	kcal/mol
multiplicity	1
HOMO (spin up / spin down)	-7.80 / -7.80	eV


No. 6
Molecular formula: C6H11N
Method: DFT, wB97M-V/def2-TZVPD

```
18
Properties=species:S:1:pos:R:3:nbo_charge:R:1
C -2.06 1.39 -2.11 -0.414
C -1.64 0.65 -1.08 -0.188
C -0.20 0.60 -0.74 -0.341
C 0.36 -0.28 0.09 0.229
C -0.48 -1.38 0.76 -0.675
N 1.70 -0.19 0.54 -0.602
C 2.00 -0.52 1.92 -0.417
H -3.09 1.39 -2.46 0.200
H -1.32 1.92 -2.69 0.188
H -2.21 0.00 -0.42 0.195
H 0.32 1.28 -1.42 0.200
H 0.25 -2.11 1.10 0.224
H -1.07 -0.88 1.53 0.227
H -1.22 -1.81 0.09 0.228
H 1.93 0.80 0.50 0.369
H 1.34 0.00 2.64 0.175
H 3.04 -0.24 2.11 0.209
H 1.98 -1.59 2.14 0.195
```

Computed properties:
SMILES	C=C/C=C(\C)NC
energy	-289.907025	hartree
frontier orbital gap	8.534	eV
ΔE to the lowest compared entry with this formula, charge and spin	40.6	kcal/mol
multiplicity	1
HOMO	-7.55	eV


No. 7
Molecular formula: C31H47ClO2P2Ti
Method: DFT, wB97M-V/def2-TZVPD

```
84
Properties=species:S:1:pos:R:3:lowdin_charge:R:1
Ti 0.63 -0.61 1.31 1.021
C 1.15 -0.83 3.52 -0.239
C 0.35 -1.95 3.12 -0.272
C 2.31 -1.99 1.85 -0.280
C 2.37 -0.85 2.74 -0.234
C 1.08 -2.69 2.11 -0.274
C 0.83 0.13 4.61 -0.019
H -0.22 0.09 4.90 0.085
H 1.07 1.15 4.29 0.060
H 1.43 -0.08 5.51 0.108
C 3.51 0.09 2.83 -0.018
H 3.17 1.14 2.75 0.063
H 4.23 -0.09 2.02 0.082
H 4.06 0.00 3.78 0.102
C 3.38 -2.37 0.88 -0.021
H 4.21 -2.88 1.38 0.106
H 3.79 -1.48 0.40 0.082
H 2.98 -3.03 0.11 0.077
C 0.68 -3.99 1.51 -0.021
H 1.06 -4.84 2.11 0.104
H 1.10 -4.11 0.51 0.078
H -0.40 -4.11 1.45 0.073
C -0.94 -2.35 3.74 -0.020
H -0.77 -3.05 4.57 0.104
H -1.60 -2.86 3.03 0.079
H -1.48 -1.49 4.15 0.072
C 0.02 1.50 0.81 -0.117
C -0.73 1.15 1.94 -0.118
C -2.13 0.64 1.91 -0.154
C -2.44 -0.46 0.87 -0.180
C -1.32 -1.38 0.48 -0.215
C -0.39 -1.12 -0.55 -0.250
C -0.38 0.15 -1.38 -0.205
C -0.51 1.48 -0.61 -0.163
H -2.85 1.46 1.74 0.141
H -2.89 0.02 -0.02 0.104
H -2.37 0.26 2.92 0.111
H -1.55 1.82 -0.65 0.118
H 0.87 2.17 0.99 0.123
H -0.47 1.66 2.87 0.125
H 0.06 2.24 -1.16 0.123
H 0.57 0.17 -1.94 0.114
H 0.19 -1.96 -0.97 0.108
H -1.17 0.13 -2.15 0.083
H -3.24 -1.08 1.30 0.120
H -1.49 -2.42 0.76 0.091
P -2.27 0.34 -5.23 0.932
P -1.64 -2.01 -7.02 0.926
C -3.19 0.33 -6.89 -0.406
C -2.46 -0.56 -7.90 -0.426
H -3.24 1.37 -7.25 0.088
H -4.21 -0.04 -6.70 0.086
H -3.16 -0.96 -8.65 0.090
H -1.67 0.00 -8.42 0.089
C -0.79 -2.65 -8.52 -0.272
H -0.38 -3.64 -8.28 0.050
H 0.04 -1.98 -8.77 0.050
H -1.48 -2.73 -9.36 0.063
C -3.11 -3.13 -7.12 -0.265
H -3.54 -3.11 -8.13 0.059
H -3.87 -2.83 -6.38 0.042
H -2.77 -4.14 -6.88 0.050
C -1.72 2.10 -5.33 -0.257
H -1.29 2.40 -4.37 0.043
H -2.57 2.75 -5.59 0.063
H -0.95 2.19 -6.11 0.055
C -3.75 0.52 -4.15 -0.263
H -4.29 -0.43 -4.14 0.049
H -4.40 1.32 -4.52 0.067
H -3.41 0.75 -3.13 0.032
Cl 4.45 3.44 9.25 0.669
C 3.89 3.53 7.64 -0.702
C 3.54 4.78 7.08 -0.096
C 3.03 4.83 5.77 -0.015
C 2.84 3.66 5.01 -0.124
C 3.26 2.44 5.57 -0.043
C 3.77 2.35 6.87 -0.101
C 2.15 3.75 3.65 -0.629
O 1.71 4.90 3.40 -0.034
O 2.07 2.69 2.97 -0.104
H 3.66 5.68 7.67 0.102
H 2.77 5.80 5.35 0.114
H 3.19 1.53 4.97 0.065
H 4.06 1.39 7.29 0.097
```

Computed properties:
energy	-3351.885419	hartree
expectation value of S²	0.80
frontier orbital gap (spin up / spin down)	5.254 / 1.760	eV
ΔE to the lowest compared entry with this formula, charge and spin	37.3	kcal/mol
net charge	+1
multiplicity	2
HOMO (spin up / spin down)	-9.08 / -9.08	eV


No. 8
Molecular formula: C4H11NO
Method: DFT, wB97M-V/def2-TZVPD

```
17
Properties=species:S:1:pos:R:3:nbo_charge:R:1
C 1.47 1.24 -0.01 -0.450
C 1.89 0.11 -0.59 -0.147
C 1.85 -1.28 0.03 -0.652
H 1.23 2.12 -0.63 0.201
H 1.50 1.38 1.06 0.196
H 2.38 0.11 -1.62 0.194
H 2.81 -1.69 -0.14 0.212
H 1.61 -1.19 1.13 0.201
H 1.03 -1.95 -0.42 0.242
N -1.97 0.88 -0.69 -0.846
C -2.40 -0.09 0.24 0.075
O -1.47 -0.97 0.86 -0.750
H -1.42 0.54 -1.47 0.376
H -1.56 1.66 -0.15 0.366
H -2.94 0.38 1.06 0.147
H -3.23 -0.74 -0.07 0.169
H -0.80 -0.52 1.43 0.466
```

Computed properties:
SMILES	C=CC.NCO
energy	-288.927672	hartree
frontier orbital gap	10.221	eV
ΔE to the lowest compared entry with this formula, charge and spin	56.1	kcal/mol
multiplicity	1
HOMO	-9.31	eV


No. 9
Molecular formula: C19H38F11GeMnN4O2SSbSi3
Method: DFT, wB97M-V/def2-TZVPD

```
81
Properties=species:S:1:pos:R:3:lowdin_charge:R:1
Mn 0.16 0.96 -0.59 0.441
C 1.92 3.37 1.86 0.029
C 0.98 2.32 1.35 -0.303
N 1.42 1.11 0.98 -0.111
O 2.77 0.85 1.01 -0.134
C -0.42 2.48 1.31 -0.288
C -1.11 3.72 1.78 0.030
N -1.08 1.40 0.83 -0.027
O -2.46 1.49 0.73 -0.212
H 2.88 3.28 1.36 0.090
H 2.08 3.23 2.93 0.112
H 1.52 4.36 1.68 0.087
H 3.26 1.43 0.34 0.017
H -0.99 3.84 2.86 0.112
H -2.17 3.65 1.54 0.089
H -0.70 4.60 1.28 0.098
S 0.45 3.28 -1.59 0.751
C 1.33 2.85 -2.98 -0.762
N 2.69 2.88 -2.93 0.088
C 3.41 2.66 -4.03 -0.064
C 2.78 2.35 -5.21 -0.014
C 1.38 2.23 -5.16 -0.081
N 0.69 2.52 -4.09 0.089
H 3.17 2.78 -2.01 0.085
H 4.48 2.70 -3.92 0.138
H 3.33 2.13 -6.11 0.109
H 0.81 1.89 -6.01 0.120
F 1.44 0.52 -1.74 -0.461
Sb 3.89 -0.57 -1.58 1.713
F 4.01 1.99 -0.91 -0.531
F 2.09 -2.17 0.04 -0.531
F 5.19 -1.92 -2.34 -0.550
F 2.58 -1.60 -2.66 -0.498
F 4.17 0.35 -3.31 -0.471
C -5.11 0.90 0.62 -0.130
Si -3.55 0.67 1.67 0.495
C -3.06 -1.16 1.88 -0.140
C -3.68 1.47 3.40 -0.150
Ge 0.43 -1.32 0.25 0.936
Si -0.25 -3.61 -1.34 0.692
C 1.37 -4.33 -2.01 -0.192
C -0.87 -4.47 0.26 -0.224
C -1.65 -3.39 -2.62 -0.196
Si 0.98 -1.57 2.75 0.521
C 0.36 -3.25 3.46 -0.219
C 0.18 -0.18 3.81 -0.210
C 2.89 -1.61 2.90 -0.206
H -5.98 0.51 1.15 0.031
H -5.03 0.37 -0.32 0.028
H -5.29 1.95 0.40 0.037
H -3.61 -1.64 2.69 0.037
H -1.99 -1.25 2.10 -0.018
H -3.26 -1.72 0.97 0.025
H -4.37 0.93 4.03 0.030
H -4.03 2.49 3.34 0.027
H -2.72 1.48 3.92 0.016
H 2.04 -4.58 -1.19 0.029
H 1.90 -3.60 -2.62 0.006
H 1.20 -5.22 -2.61 0.030
H -0.07 -4.53 0.98 0.001
H -1.20 -5.49 0.04 0.027
H -1.70 -3.94 0.71 0.012
H -1.28 -2.86 -3.50 0.026
H -2.50 -2.84 -2.23 0.018
H -2.01 -4.37 -2.94 0.027
H -0.69 -3.44 3.27 0.010
H 0.51 -3.24 4.53 0.024
H 0.93 -4.08 3.05 0.019
H -0.65 -0.56 4.39 0.023
H -0.19 0.64 3.20 -0.023
H 0.91 0.23 4.50 0.027
H 3.29 -2.44 2.34 0.025
H 3.20 -1.70 3.94 0.029
H 3.33 -0.71 2.49 0.002
F -0.77 -0.51 -2.78 0.005
C -1.31 0.30 -1.81 -0.383
F -2.03 -0.65 -1.05 -0.095
C -2.38 1.14 -2.51 -0.594
F -2.67 2.26 -1.84 0.114
F -3.55 0.48 -2.64 0.138
F -2.01 1.50 -3.74 0.152
```

Computed properties:
energy	-6949.686794	hartree
expectation value of S²	0.81
frontier orbital gap (spin up / spin down)	5.533 / 5.372	eV
ΔE to the lowest compared entry with this formula, charge and spin	85.7	kcal/mol
multiplicity	2
HOMO (spin up / spin down)	-7.73 / -7.62	eV


No. 10
Molecular formula: C28H41AsBMnN5O4S2
Method: DFT, wB97M-V/def2-TZVPD

```
83
Properties=species:S:1:pos:R:3:lowdin_charge:R:1
Mn 0.10 -0.57 -0.38 0.546
C 0.30 -7.82 2.22 -0.046
C -0.34 -6.66 1.50 -0.265
C -0.08 -6.44 0.15 -0.029
C -0.65 -5.37 -0.52 -0.049
C -1.49 -4.50 0.17 -0.292
C -1.76 -4.71 1.51 -0.076
C -1.19 -5.79 2.16 -0.031
S -2.23 -3.14 -0.69 0.593
O -2.96 -2.37 0.29 -0.326
O -2.92 -3.67 -1.84 -0.278
N -1.00 -2.21 -1.14 -0.190
C -0.27 -2.32 -2.29 -0.371
C -0.45 -3.12 -3.43 0.001
C 0.42 -2.94 -4.48 -0.039
C 1.44 -2.00 -4.43 -0.061
C 1.57 -1.25 -3.28 -0.126
N 0.75 -1.43 -2.23 0.012
H 0.44 -8.67 1.55 0.081
H -0.31 -8.14 3.06 0.080
H 1.28 -7.54 2.61 0.085
H 0.57 -7.12 -0.39 0.117
H -0.46 -5.23 -1.58 0.106
H -2.43 -4.03 2.03 0.110
H -1.42 -5.96 3.21 0.117
H -1.28 -3.81 -3.48 0.105
H 0.29 -3.54 -5.37 0.118
H 2.12 -1.85 -5.26 0.106
H 2.34 -0.50 -3.16 0.110
N 2.42 -0.66 0.27 0.018
N 2.70 -0.84 1.62 -0.056
C 1.79 -1.39 2.45 -0.821
N 2.21 -1.62 3.70 0.112
S 0.22 -1.76 1.99 0.753
H 2.89 -1.37 -0.29 0.122
H 2.69 0.28 -0.03 0.087
H 3.67 -0.78 1.91 0.157
H 3.13 -1.39 4.02 0.117
H 1.56 -2.02 4.36 0.106
C 3.39 2.96 -2.42 -0.004
C 2.03 3.11 -1.76 -0.428
C 2.04 4.32 -0.83 -0.003
O 1.84 1.94 -0.90 0.039
B 0.65 1.35 -1.22 -0.681
O -0.02 1.96 -2.23 0.088
C 0.80 3.05 -2.75 -0.433
C 1.16 2.68 -4.18 -0.002
C -0.06 4.31 -2.77 -0.005
H 4.16 2.94 -1.65 0.096
H 3.60 3.81 -3.08 0.104
H 3.46 2.05 -3.00 0.083
H 2.87 4.23 -0.14 0.099
H 1.12 4.39 -0.26 0.073
H 2.17 5.25 -1.40 0.103
H 1.69 1.73 -4.23 0.079
H 1.77 3.45 -4.65 0.100
H 0.24 2.58 -4.76 0.103
H -0.39 4.60 -1.77 0.075
H -0.94 4.12 -3.38 0.103
H 0.49 5.14 -3.20 0.103
C -2.35 2.41 -0.12 -0.228
As -1.36 1.07 0.86 1.160
C -2.76 0.20 1.88 -0.256
C -0.32 2.06 2.19 -0.278
C -1.14 3.11 2.88 -0.314
C -1.89 2.81 4.01 -0.061
C -2.69 3.77 4.62 -0.069
C -2.75 5.05 4.09 -0.077
C -2.00 5.37 2.97 -0.070
C -1.21 4.41 2.37 -0.061
H -1.67 3.12 -0.58 0.013
H -3.04 2.93 0.55 0.047
H -2.91 1.90 -0.91 0.053
H -2.34 -0.59 2.49 0.005
H -3.46 -0.24 1.18 0.026
H -3.25 0.95 2.49 0.035
H 0.53 2.49 1.67 0.073
H 0.04 1.31 2.89 0.069
H -1.83 1.81 4.44 0.114
H -3.26 3.51 5.50 0.109
H -3.38 5.80 4.56 0.107
H -2.04 6.37 2.56 0.108
H -0.62 4.67 1.49 0.100
```

Computed properties:
energy	-5874.229778	hartree
expectation value of S²	6.25
frontier orbital gap (spin up / spin down)	7.749 / 8.188	eV
ΔE to the lowest compared entry with this formula, charge and spin	11.4	kcal/mol
net charge	+1
multiplicity	5
HOMO (spin up / spin down)	-10.57 / -10.57	eV


No. 11
Molecular formula: C6H26O8
Method: DFT, wB97M-V/def2-TZVPD

```
40
Properties=species:S:1:pos:R:3:nbo_charge:R:1
C -0.07 -1.85 2.21 -0.436
C -0.49 -0.62 2.49 0.010
C -1.79 -0.45 3.25 -0.655
C 0.31 0.60 2.12 -0.021
C -0.30 1.58 1.47 -0.412
C 1.74 0.59 2.55 -0.657
H 0.74 -2.12 1.54 0.187
H -0.59 -2.75 2.55 0.190
H -2.05 0.58 3.40 0.224
H -1.81 -0.93 4.23 0.226
H -2.59 -0.89 2.66 0.227
H 0.11 2.55 1.25 0.211
H -1.31 1.43 1.11 0.199
H 2.25 -0.31 2.22 0.264
H 1.92 0.68 3.62 0.215
H 2.25 1.44 2.06 0.197
O -2.63 0.85 -1.41 -0.989
H -2.60 0.47 -2.31 0.494
H -2.54 0.01 -0.91 0.498
O 1.81 0.12 -2.29 -1.005
H 2.74 0.33 -2.23 0.488
H 1.21 0.89 -2.17 0.520
O -0.21 1.93 -2.20 -1.006
H -0.86 1.38 -1.72 0.515
H -0.71 2.50 -2.78 0.496
O 1.54 3.68 -0.37 -0.948
H 2.03 3.24 0.34 0.461
H 1.06 2.96 -0.81 0.486
O -1.79 -0.78 -3.54 -0.967
H -1.36 -1.40 -2.94 0.491
H -1.44 -0.91 -4.42 0.485
O 0.78 -2.22 -1.25 -1.001
H 1.27 -1.39 -1.44 0.504
H 0.71 -2.69 -2.08 0.477
O -2.08 -1.60 -0.26 -0.978
H -1.17 -1.37 -0.01 0.503
H -2.17 -2.52 -0.01 0.490
O 2.78 -1.60 0.91 -0.944
H 2.47 -2.25 1.55 0.474
H 2.25 -1.68 0.11 0.487
```

Computed properties:
SMILES	C=C(C)C(=C)C.O.O.O.O.O.O.O.O
energy	-846.087262	hartree
frontier orbital gap	9.050	eV
ΔE to the lowest compared entry with this formula, charge and spin	27.4	kcal/mol
multiplicity	1
HOMO	-8.97	eV


No. 12
Molecular formula: C13H14MnN2OS
Method: DFT, wB97M-V/def2-TZVPD

```
32
Properties=species:S:1:pos:R:3:nbo_charge:R:1
Mn -1.00 0.06 0.77 1.399
C 1.83 1.72 0.78 -0.665
C 1.91 0.53 -0.12 0.289
C 3.10 0.23 -0.83 -0.265
C 3.13 -0.86 -1.64 -0.088
C 1.99 -1.67 -1.79 -0.020
C 1.97 -2.81 -2.64 -0.196
C 0.83 -3.54 -2.76 -0.182
C -0.33 -3.18 -2.04 -0.181
C -0.35 -2.10 -1.20 -0.164
S -1.83 -1.70 -0.31 -0.206
C 0.84 -1.32 -1.08 0.123
N 0.83 -0.22 -0.25 -0.613
H 2.81 2.18 0.92 0.246
H 1.45 1.45 1.77 0.234
H 1.17 2.48 0.36 0.234
H 3.96 0.87 -0.70 0.238
H 4.03 -1.11 -2.19 0.234
H 2.87 -3.07 -3.19 0.229
H 0.81 -4.41 -3.40 0.235
H -1.23 -3.77 -2.15 0.236
N -2.44 2.32 3.79 -0.734
C -2.20 1.68 2.66 0.711
O -1.15 0.98 2.55 -0.736
C -3.16 1.73 1.51 -0.545
C -2.41 1.42 0.22 -0.630
H -1.81 2.22 4.56 0.429
H -3.27 2.88 3.90 0.423
H -3.69 2.68 1.47 0.248
H -3.92 0.96 1.71 0.263
H -1.73 2.23 -0.07 0.207
H -3.03 1.14 -0.61 0.246
```

Computed properties:
energy	-2237.574579	hartree
expectation value of S²	6.28
frontier orbital gap (spin up / spin down)	6.572 / 7.788	eV
ΔE to the lowest compared entry with this formula, charge and spin	4.7	kcal/mol
net charge	+1
multiplicity	5
HOMO (spin up / spin down)	-11.01 / -11.18	eV